1.
31
Properties=species:S:1:pos:R:3:forces:R:3 method="wB97M-V/def2-TZVPD" total_charge=0 smiles=Brc1cc(NCc2cccc3nonc23)c2cn[nH]c2c1 energy_ha=-3462.3572
Br 0.7556 3.7855 4.0294 0.125 -0.545 0.385
C 0.9242 1.9915 3.4300 -0.565 -1.924 -0.407
C 0.8615 1.8265 2.0409 0.280 1.814 -0.258
C 0.9707 0.6189 1.4105 -1.194 -2.608 0.314
N 0.8242 0.3473 0.0318 -1.090 2.218 0.776
C 0.0985 1.1807 -0.9850 0.577 -1.598 0.432
C -0.4922 0.1989 -2.0173 -0.593 -1.194 0.143
C -0.5562 -1.1929 -1.9709 1.489 2.928 1.056
C -1.1437 -1.9608 -2.9525 -3.016 -0.086 -4.204
C -1.8160 -1.4143 -4.0577 1.662 -0.096 2.349
C -1.7981 0.0111 -4.1990 0.618 -3.729 0.579
N -2.3160 0.6833 -5.1356 -0.158 3.528 -1.348
O -2.0212 2.0541 -4.8248 0.677 -3.721 3.896
N -1.3981 1.9915 -3.4453 0.600 0.759 -2.095
C -1.1267 0.7153 -3.1871 -1.609 4.016 -0.657
C 1.0033 -0.5427 2.3104 0.015 -1.228 0.389
C 0.8982 -2.0102 2.1394 1.019 1.453 0.554
N 1.1534 -2.6546 3.2726 -0.721 0.667 -0.334
N 1.2824 -1.7222 4.2859 -1.082 2.859 -5.791
C 1.1292 -0.4181 3.7245 0.063 -1.289 -2.108
C 0.9812 0.8551 4.2161 1.051 1.589 2.149
H 0.7612 2.8067 1.5879 0.041 -0.454 -1.011
H 1.2421 -0.4738 -0.3162 0.440 -0.686 -0.162
H 0.8444 1.7777 -1.5259 -0.463 0.367 0.131
H -0.7187 1.8290 -0.5453 1.072 -0.784 -0.311
H -0.0290 -1.6928 -1.2060 0.209 -0.526 0.972
H -1.2559 -3.0318 -2.9908 0.616 -0.262 0.869
H -2.2859 -2.0571 -4.7369 -0.602 -0.637 -0.982
H 0.6749 -2.4722 1.1700 0.323 -0.363 0.824
H 1.4298 -1.9843 5.1872 0.417 -0.901 2.722
H 1.1229 0.9547 5.2598 -0.202 0.435 1.129


2.
69
Properties=species:S:1:pos:R:3:forces:R:3 method="wB97M-V/def2-TZVPD" relative_energy_ev=0.196 total_charge=-2
Cu 0.7031 -0.0647 1.7553 0.125 0.006 0.105
O -1.9451 -1.4769 0.4195 0.013 -0.003 -0.006
C -2.2469 -0.7860 -0.7646 -0.011 0.027 -0.004
C -1.1736 0.3444 -1.0134 0.058 -0.031 -0.009
O -1.0987 0.7929 -2.1701 -0.019 0.029 0.008
O -0.5372 0.6917 0.0076 -0.086 -0.010 -0.048
C -2.2604 -1.7946 -1.9078 0.002 -0.017 0.008
C -2.8555 -1.5157 -3.1370 -0.010 0.010 -0.011
C -2.8667 -2.4599 -4.1518 -0.006 -0.011 0.000
C -2.2765 -3.7036 -3.9631 -0.002 0.008 0.002
C -1.6711 -3.9835 -2.7486 -0.003 -0.004 -0.006
C -1.6646 -3.0389 -1.7288 -0.012 -0.004 0.008
C -3.6292 -0.1307 -0.6227 -0.005 0.024 -0.033
C -4.5373 -0.6859 0.2748 -0.013 0.005 0.004
C -5.8060 -0.1442 0.4238 0.005 -0.019 0.020
C -6.1888 0.9660 -0.3170 0.009 0.010 -0.013
C -5.2832 1.5325 -1.2035 -0.015 0.005 0.002
C -4.0134 0.9907 -1.3558 0.030 -0.030 0.015
H -1.3557 -0.8841 0.9253 -0.004 0.017 0.002
H -3.3082 -0.5478 -3.3019 0.005 -0.011 0.004
H -3.3336 -2.2194 -5.1011 0.001 0.001 0.000
H -2.2751 -4.4377 -4.7608 0.002 -0.001 -0.001
H -1.1953 -4.9445 -2.5863 -0.002 0.003 0.000
H -1.2019 -3.2582 -0.7764 0.002 0.001 -0.005
H -4.2225 -1.5294 0.8749 -0.003 -0.002 0.003
H -6.4940 -0.5883 1.1350 -0.002 0.002 -0.001
H -7.1780 1.3934 -0.1952 0.000 0.001 -0.001
H -5.5612 2.4108 -1.7760 0.000 0.000 0.002
H -3.2946 1.4400 -2.0305 -0.005 0.010 0.002
C -0.0987 -0.7508 3.4775 -0.026 -0.019 -0.050
C -1.3634 -1.4897 3.4917 -0.001 -0.007 -0.009
C -1.4220 -2.8688 3.2102 0.004 0.011 0.017
C -2.6172 -3.5631 3.1917 -0.004 -0.007 0.009
C -3.8235 -2.9210 3.4613 0.007 -0.005 0.003
C -3.7925 -1.5598 3.7433 -0.006 0.005 -0.010
C -2.5953 -0.8637 3.7563 -0.010 0.000 0.000
H 0.7235 -1.3826 3.8323 -0.009 -0.006 0.012
H -0.1584 0.1364 4.1174 0.015 0.012 -0.014
H -0.4989 -3.3837 2.9630 -0.002 0.000 0.002
H -2.6122 -4.6208 2.9476 0.001 0.001 -0.002
H -4.7614 -3.4637 3.4347 -0.001 0.000 0.000
H -4.7183 -1.0274 3.9396 0.000 -0.001 -0.001
H -2.5992 0.2035 3.9546 0.001 0.000 0.001
O 4.7975 1.0871 1.1408 0.009 0.009 -0.040
C 3.6636 0.6757 1.1330 -0.020 -0.022 0.082
N 2.5557 0.2601 1.1248 -0.035 0.013 -0.051
Te 1.9993 -1.2590 -1.5185 0.008 -0.015 0.009
C 1.5991 -2.0727 -3.4396 -0.013 0.004 0.003
C 2.3807 -3.0622 -4.0356 0.011 0.007 0.002
C 2.1164 -3.4891 -5.3290 -0.006 -0.002 -0.004
C 1.0830 -2.9076 -6.0553 0.001 -0.003 0.002
C 0.3121 -1.9123 -5.4739 0.005 -0.001 0.003
C 0.5570 -1.5021 -4.1680 0.000 0.007 0.000
C 1.9168 -3.0888 -0.4568 0.011 -0.015 -0.021
C 1.4769 -4.2782 -1.0319 0.005 -0.004 0.005
C 1.3760 -5.4347 -0.2690 -0.003 0.000 -0.005
C 1.7047 -5.4194 1.0789 0.002 0.000 0.000
C 2.1386 -4.2328 1.6556 0.005 0.003 0.011
C 2.2507 -3.0759 0.8982 -0.015 0.009 -0.011
H 3.2014 -3.5015 -3.4795 0.002 0.002 -0.004
H 2.7248 -4.2681 -5.7755 0.000 0.000 0.000
H 0.8779 -3.2362 -7.0680 0.001 0.000 -0.001
H -0.5065 -1.4655 -6.0253 -0.001 0.001 0.000
H -0.0709 -0.7459 -3.7044 0.003 0.000 0.000
H 1.1881 -4.3031 -2.0746 0.002 0.000 0.009
H 1.0205 -6.3484 -0.7328 -0.001 0.000 0.000
H 1.6092 -6.3177 1.6774 0.000 0.001 0.000
H 2.3792 -4.1969 2.7118 0.002 0.001 -0.001
H 2.5689 -2.1505 1.3634 0.007 0.005 0.008


3.
125
Properties=species:S:1:pos:R:3:forces:R:3 method="wB97M-V/def2-TZVPD" total_charge=+6 energy_ha=-3110.1872
C -4.6104 -0.8969 3.3238 -0.655 0.900 0.428
C -3.2252 -0.3252 3.1729 2.045 -0.617 2.114
O -2.2700 -0.6415 3.9154 -3.773 1.499 -2.801
N -2.9775 0.7526 2.0531 -0.447 1.104 7.367
H -2.5403 0.4071 1.2107 0.190 -0.482 2.326
H -3.8737 1.1024 1.7457 -0.532 0.119 0.122
C -2.0301 1.9194 2.4621 -3.761 -0.994 2.654
H -5.1236 -1.3933 2.5003 0.875 -0.583 -0.299
H -5.3881 -0.1400 3.4256 0.304 1.029 0.074
H -4.7200 -1.3867 4.2914 0.510 -0.544 -0.301
H -2.2165 2.7528 1.7848 0.272 -0.256 -0.237
H -1.0206 1.5084 2.4485 -2.728 0.527 2.011
H -2.4420 2.2111 3.4282 0.377 0.283 0.160
C 1.2377 2.0846 -3.8830 0.532 0.223 0.369
N 2.2355 1.1643 -3.2793 0.249 -0.599 -0.970
C 2.2874 1.0895 -1.9255 0.501 0.185 -1.260
C 2.9083 0.0290 -1.3547 1.592 0.124 0.758
C 3.4093 -1.0340 -2.1077 1.994 0.892 -1.535
C 3.4702 -0.8468 -3.4891 -0.356 -0.370 -0.115
C 2.9013 0.2631 -4.0678 -1.634 0.623 0.933
C 4.1118 -2.2212 -1.5340 -1.401 -1.332 0.135
C 3.5931 -3.5439 -1.7219 0.906 0.516 0.246
C 4.2473 -4.6325 -1.1489 -0.175 1.963 -0.262
N 5.2351 -4.3719 -0.2790 0.228 0.521 -0.652
C 5.7458 -3.1171 -0.0832 0.369 -0.489 -0.612
C 5.2657 -2.0223 -0.7718 -1.270 -0.597 -0.490
C 5.8544 -5.5273 0.3548 0.623 -0.140 1.585
H 1.1960 2.9676 -3.2454 0.116 0.164 -0.307
H 0.2538 1.6171 -3.8461 0.083 -0.165 -0.257
H 1.5198 2.3420 -4.9039 -0.063 0.008 0.149
H 1.7109 1.8508 -1.4211 0.852 -0.242 -0.053
H 2.8994 -0.0583 -0.2783 0.471 0.145 -0.328
H 3.7914 -1.6122 -4.1800 0.475 -0.103 0.129
H 2.7337 0.3292 -5.1327 0.312 0.301 -0.124
H 2.7270 -3.8059 -2.3115 -0.019 0.476 -0.281
H 4.0031 -5.6523 -1.4071 0.003 -0.140 0.345
H 6.6289 -3.0298 0.5323 0.007 -0.287 0.264
H 5.6701 -1.0218 -0.8164 0.556 -0.127 0.670
H 6.0717 -5.2211 1.3781 0.274 -0.137 0.026
H 6.7940 -5.7852 -0.1339 -0.215 -0.201 -0.139
H 5.1369 -6.3418 0.4548 0.228 -0.007 -0.474
C -3.4457 -5.8017 1.7763 0.393 -0.695 0.167
N -2.4540 -4.7382 1.9788 1.688 -0.001 0.215
C -2.6793 -3.5296 1.4604 0.567 -1.186 -0.054
C -1.7302 -2.5371 1.5138 6.087 -1.883 3.255
C -0.5292 -2.7979 2.2125 -0.436 -0.879 1.064
C -0.3334 -4.0484 2.8481 -0.088 0.022 -1.545
C -1.2573 -5.0563 2.6162 -1.577 1.254 -0.237
C 0.5663 -1.7707 2.3608 -1.712 1.272 1.363
C 1.8660 -2.0536 2.0103 1.994 0.821 3.541
C 2.8419 -1.0743 2.2529 -0.731 0.552 1.230
N 2.5345 0.1630 2.7885 -2.265 -0.986 -1.099
C 1.2267 0.5322 2.9912 0.938 -3.225 0.371
C 0.2445 -0.4748 2.8484 1.640 -0.276 -0.357
C 3.5972 1.0970 3.0573 0.991 0.495 0.920
H -3.8856 -5.9793 2.7576 -0.355 -0.277 -0.304
H -2.8628 -6.6579 1.4367 -0.363 -0.258 0.173
H -4.1607 -5.5576 0.9906 0.010 0.225 0.355
H -3.5559 -3.3515 0.8553 -0.175 -1.166 0.651
H -1.8919 -1.5897 1.0210 3.555 -1.539 1.703
H 0.6275 -4.2681 3.2894 -0.159 -0.199 0.441
H -1.1668 -6.0852 2.9317 0.086 -0.016 0.146
H 2.1738 -3.0551 1.7482 0.119 0.037 0.089
H 3.8959 -1.2327 2.0788 0.063 -0.082 0.083
H 1.0218 1.5400 3.3209 0.168 -0.753 0.101
H -0.7760 -0.2635 3.1320 0.278 -0.058 0.044
H 4.0027 1.5325 2.1441 0.178 -0.222 0.047
H 4.3260 0.5587 3.6632 0.438 0.143 -0.397
H 3.2797 1.8988 3.7240 -0.291 -0.150 -0.210
C 1.5151 3.9836 3.4483 -0.119 0.167 1.047
N 0.7354 4.2676 2.2719 -1.204 1.667 -1.208
C 0.8942 3.5433 1.1517 0.280 0.790 0.228
C 0.0431 3.6640 0.0943 0.682 4.714 -1.004
C -0.8742 4.7509 0.0600 -0.011 -1.641 -0.617
C -0.9905 5.5607 1.1721 0.733 -0.195 1.627
C -0.1468 5.3289 2.2724 -0.327 -0.835 -1.184
C -1.7435 4.8638 -1.1495 -1.660 1.063 -1.171
C -2.4909 6.0565 -1.4636 0.427 -1.233 0.027
C -3.2415 6.1682 -2.6519 1.669 0.280 1.006
N -3.1694 5.1989 -3.5400 -0.401 -1.121 0.136
C -2.6695 3.9728 -3.2224 0.194 0.802 0.782
C -1.9517 3.7650 -2.0489 -0.212 1.154 -0.691
C -3.8206 5.3133 -4.8462 -0.549 -0.038 -0.585
H 1.3400 2.9547 3.7627 0.410 0.457 -0.168
H 1.0654 4.5451 4.2672 0.606 0.346 0.009
H 2.5591 4.2215 3.2446 -0.027 -0.040 0.428
H 1.6427 2.7648 1.1487 0.376 0.446 0.248
H 0.2593 3.0983 -0.7999 0.009 2.112 0.840
H -1.7541 6.3080 1.3297 0.087 0.276 -0.359
H -0.1963 5.9877 3.1267 0.145 -0.261 0.317
H -2.5016 6.9406 -0.8433 0.198 -0.068 0.248
H -3.7538 7.0727 -2.9447 -0.073 0.108 0.111
H -2.9611 3.2211 -3.9410 0.477 -0.255 -0.002
H -1.5204 2.7805 -1.9435 -0.167 0.212 0.363
H -4.5758 4.5274 -4.8353 -0.166 0.234 -0.502
H -3.0970 5.1641 -5.6476 0.031 -0.132 0.144
H -4.2672 6.2966 -4.9933 -0.041 -0.135 0.246
C -2.0532 -2.0212 -3.2583 0.782 -1.709 -0.566
C -1.0278 -1.6731 -2.1420 -2.123 1.056 -1.461
C 0.4825 -1.8460 -2.4931 -2.184 -1.440 0.793
O 1.3226 -1.5352 -1.4086 -1.263 -0.891 -1.278
C 1.1767 -2.1680 -0.1744 -0.551 -0.154 -2.006
N -1.2815 -0.2110 -1.8397 2.936 -0.583 -1.623
H -0.6597 -0.0263 -1.0655 -0.016 -0.319 -2.485
H -1.1530 0.3188 -2.6900 0.738 0.163 -0.203
H -2.1752 0.0973 -1.4843 0.008 -0.567 -0.707
H -1.8134 -3.0189 -3.6257 0.410 0.046 -0.479
H -2.0644 -1.3301 -4.1012 0.346 0.068 -0.033
H -3.0957 -2.1825 -2.9840 0.435 0.393 0.446
H -1.3539 -2.2149 -1.2541 0.540 -0.113 0.099
H 0.7889 -1.3102 -3.3916 -0.003 0.192 0.207
H 0.5061 -2.9142 -2.7084 0.403 -0.247 -0.298
H 1.2318 -3.2547 -0.2395 -0.128 -0.256 -0.106
H 0.2448 -1.8303 0.2791 0.321 -0.477 -0.214
H 2.0043 -1.7872 0.4240 -0.508 -0.264 -1.839
B -3.5656 -0.6223 -0.1488 -5.517 -0.726 -1.730
F -4.9138 -0.3333 0.1861 1.593 0.084 -0.502
F -2.7197 0.3967 0.0920 -11.118 5.314 -8.775
F -3.1486 -1.6284 0.6604 -7.653 3.323 -3.978
F -3.3341 -0.8451 -1.5113 -3.597 -1.090 1.014
B -0.0785 0.8977 0.2482 1.244 -0.231 3.100
F -0.1115 1.6624 -0.9032 -1.180 -2.853 -0.469
F -1.1716 0.0266 0.4016 13.668 -2.070 3.160
F 1.1053 0.1636 0.2656 -1.028 1.689 0.757
F -0.1477 1.7078 1.4184 3.124 -1.374 -4.267


4.
98
Properties=species:S:1:pos:R:3:forces:R:3 method="wB97M-V/def2-TZVPD" relative_energy_ev=0.000 total_charge=-1
Rh 0.2219 -0.4904 0.0761 0.490 -0.051 -0.012
C 3.7780 0.7272 1.2721 0.153 0.033 -0.001
C 2.6517 1.0416 2.1959 -0.251 -0.132 -0.036
C 2.6591 1.6212 3.4737 0.057 0.051 0.031
C 1.3367 1.6280 3.8720 -0.070 0.049 0.020
C 0.7432 2.1224 5.1487 -0.059 0.027 0.027
N 0.6062 1.0879 2.8750 0.250 -0.012 0.091
N 1.4110 0.7234 1.8564 0.073 -0.113 -0.259
B -0.9129 0.8290 2.8020 -0.070 0.016 0.036
N -1.1613 -0.6898 2.6405 0.045 -0.169 -0.104
N -0.4418 -1.4591 1.7628 -0.535 0.169 0.034
C -0.6378 -2.7278 2.0958 0.119 0.031 -0.041
C -0.0107 -3.8628 1.3695 -0.003 -0.042 -0.007
C -1.5125 -2.7976 3.1868 0.008 0.080 0.121
C -1.8205 -1.4911 3.4983 0.071 -0.035 0.051
C -2.7151 -0.9756 4.5731 -0.055 0.019 0.019
N -1.5163 1.6552 1.6596 0.036 0.066 -0.025
N -1.0692 1.4517 0.4062 -0.184 0.015 -0.118
C -1.6672 2.3443 -0.3764 -0.064 -0.077 0.118
C -1.4732 2.3765 -1.8557 -0.019 -0.068 -0.076
C -2.5051 3.1593 0.4013 -0.048 0.078 0.085
C -2.3855 2.6849 1.6908 -0.021 -0.015 -0.017
C -3.0753 3.1343 2.9334 -0.072 -0.014 0.052
H 4.7410 0.8048 1.7787 -0.027 0.005 0.022
H 3.7940 1.4021 0.4135 0.010 0.009 -0.025
H 3.6648 -0.2898 0.8968 -0.026 -0.025 0.005
H 3.5047 1.9810 4.0361 0.029 0.005 0.010
H 1.5264 2.5378 5.7818 0.019 -0.010 -0.012
H 0.2476 1.3200 5.6976 -0.002 -0.001 -0.001
H 0.0004 2.9013 4.9690 0.000 -0.004 0.008
H -1.4053 1.1918 3.8274 -0.077 0.001 0.103
H 0.8572 -3.5231 0.8093 0.003 -0.016 0.044
H -0.7060 -4.2782 0.6393 0.015 -0.017 0.012
H 0.2784 -4.6462 2.0732 -0.023 -0.007 0.042
H -1.8731 -3.6827 3.6826 -0.004 -0.042 -0.002
H -3.1756 -1.8134 5.0958 0.006 -0.015 -0.011
H -3.5094 -0.3586 4.1487 -0.006 0.024 0.019
H -2.1742 -0.3695 5.3006 -0.001 0.007 0.004
H -0.9462 1.4837 -2.1848 0.006 0.030 -0.020
H -0.9261 3.2672 -2.1740 0.018 0.026 0.004
H -2.4394 2.3806 -2.3634 0.005 0.020 0.023
H -3.1456 3.9585 0.0669 0.012 0.025 -0.013
H -3.7586 3.9495 2.6975 0.003 0.010 -0.016
H -2.3718 3.4859 3.6898 0.009 -0.011 0.000
H -3.6556 2.3205 3.3731 0.008 0.018 0.017
C 4.6959 -3.1256 -4.7449 -0.032 0.009 -0.048
C 5.5748 -2.2801 -3.8361 0.019 0.062 0.063
N 4.7817 -1.4578 -2.9231 0.187 0.081 -0.183
C 4.7788 -1.8586 -1.5231 0.080 0.032 0.080
C 4.0355 -3.1577 -1.2633 0.003 -0.059 0.119
C 4.4396 -0.2151 -3.3702 -0.039 -0.048 -0.209
O 4.8565 0.2307 -4.4326 -0.008 0.019 -0.010
C 3.4457 0.5751 -2.5851 -0.275 -0.043 0.199
C 3.4679 1.9655 -2.6261 0.016 -0.313 0.056
C 2.4911 2.6524 -1.9333 -0.116 0.019 0.099
C 1.5187 1.9421 -1.2447 0.177 -0.091 0.180
N 1.4579 0.6051 -1.2446 -0.273 -0.016 -0.278
C 2.4011 -0.0628 -1.9158 0.281 0.494 -0.113
H 5.3038 -3.7292 -5.4216 0.023 -0.003 0.014
H 4.0601 -2.4774 -5.3479 -0.002 0.009 -0.003
H 4.0490 -3.7882 -4.1706 0.006 -0.008 0.017
H 6.1944 -1.6140 -4.4361 0.022 -0.029 0.011
H 6.2374 -2.9015 -3.2290 -0.056 -0.044 -0.012
H 4.3619 -1.0477 -0.9307 0.021 -0.093 -0.026
H 5.8280 -1.9598 -1.2115 -0.064 -0.029 0.038
H 2.9911 -3.1104 -1.5760 0.011 0.049 -0.006
H 4.0464 -3.3744 -0.1933 0.000 -0.014 -0.004
H 4.5098 -3.9958 -1.7769 0.018 0.001 -0.024
H 4.2386 2.4799 -3.1822 0.051 -0.033 -0.055
H 2.4742 3.7334 -1.9160 -0.021 0.008 0.032
H 0.7756 2.4349 -0.6371 0.024 0.039 -0.023
H 2.2862 -1.1327 -1.9036 0.064 -0.007 -0.098
C -6.1920 3.0963 0.1793 -0.029 0.008 -0.024
C -6.7957 1.7188 -0.1224 -0.057 -0.020 -0.003
C -7.3848 1.7280 -1.5399 0.009 0.007 -0.008
C -7.9423 1.4797 0.8616 0.024 -0.025 0.027
C -5.7015 0.6548 -0.0183 0.014 0.048 -0.015
C -5.7088 -0.3277 0.9626 -0.102 0.029 -0.003
C -4.6865 -1.2775 1.0789 0.190 -0.054 -0.090
C -3.6488 -1.2108 0.1788 -0.123 0.094 0.053
O -2.5453 -1.9800 0.0864 -0.087 -0.132 0.189
B -1.6958 -1.3685 -0.8984 0.406 0.119 -0.244
O -2.4964 -0.3614 -1.5506 -0.082 0.172 -0.087
C -3.6218 -0.2281 -0.8144 -0.121 -0.009 0.069
C -4.6298 0.7030 -0.9288 0.130 -0.143 0.026
H -6.9503 3.8784 0.0784 -0.007 0.011 0.002
H -5.3696 3.3222 -0.4989 -0.003 0.005 -0.027
H -5.7950 3.1242 1.1952 0.017 -0.003 0.030
H -8.2021 2.4511 -1.6083 -0.002 0.019 0.002
H -7.7721 0.7429 -1.8051 -0.012 -0.016 0.017
H -6.6347 2.0007 -2.2820 0.012 -0.008 -0.017
H -8.7060 2.2496 0.7291 0.005 0.015 -0.009
H -7.5970 1.5281 1.8959 0.000 0.001 0.005
H -8.4130 0.5073 0.7047 0.005 -0.007 -0.020
H -6.5259 -0.3787 1.6690 -0.003 0.009 0.010
H -4.7029 -2.0318 1.8547 0.018 -0.020 0.011
H -4.5740 1.4643 -1.6960 0.002 0.008 -0.020
Te -0.0461 -2.4157 -1.8490 -0.147 -0.039 0.107